A molecular structure, C34H46N8O3SSiSr. Source: OMol25; level of theory: wB97M-V/def2-TZVPD.

Kohn-Sham gap: 7.0 eV
largest force on an atom: 0.3 eV/Å

Geometry as ORCA input:
```
! wB97M-V def2-TZVPD RIJCOSX def2/J DEFGRID3
* xyz 0 1
Sr -0.0028 -0.5520 0.0146
O -0.2335 -2.6880 -0.9774
C -1.1712 -3.5557 -1.1813
C -1.2081 -4.3011 -2.3870
C -2.2174 -5.1904 -2.6684
C -3.2586 -5.3971 -1.7595
C -3.2348 -4.7083 -0.5676
C -2.2096 -3.8095 -0.2410
C -2.2045 -3.1975 1.0889
N -1.5799 -2.1082 1.5132
C -1.8764 -1.9771 2.8525
C -2.6825 -2.9920 3.2539
N -2.8891 -3.7529 2.1285
H -0.4072 -4.1232 -3.0940
H -2.2086 -5.7260 -3.6102
H -4.0701 -6.0744 -1.9870
H -4.0606 -4.8514 0.1219
H -1.4637 -1.1771 3.4450
H -3.1086 -3.2434 4.2081
H -3.3824 -4.6262 2.0893
C 1.3718 2.8212 -6.6806
Si 1.1994 3.1102 -4.8294
C 0.2286 4.6910 -4.5385
C 2.9320 3.3191 -4.1638
C 0.1338 1.7070 -4.1420
C -0.8969 1.2771 -4.9686
C -1.7763 0.2687 -4.5834
C -1.6059 -0.2653 -3.3264
N -0.6638 0.1557 -2.4803
C 0.2250 1.0949 -2.8671
S 1.4719 1.5157 -1.7123
H 1.9506 3.6328 -7.1280
H 0.4166 2.7733 -7.2047
H 1.9054 1.8873 -6.8717
H 0.7343 5.5566 -4.9730
H 0.1079 4.8711 -3.4677
H -0.7692 4.6255 -4.9777
H 3.4308 4.0834 -4.7678
H 3.5060 2.3941 -4.2316
H 2.9312 3.6299 -3.1213
H -1.0200 1.7227 -5.9499
H -2.5579 -0.0903 -5.2380
H -2.2438 -1.0677 -2.9674
C 6.4249 -1.7106 6.3506
C 5.4371 -1.4290 5.2534
C 5.8004 -0.6879 4.1366
C 4.9007 -0.4320 3.1130
C 5.3661 0.3660 1.9184
C 3.5865 -0.9195 3.2260
C 2.6553 -0.6223 2.1356
O 1.4408 -0.7280 2.1994
C 3.1978 -1.6801 4.3462
C 1.8186 -2.2604 4.5087
C 4.1388 -1.9198 5.3352
H 7.3944 -1.2636 6.1369
H 6.5658 -2.7852 6.4770
H 6.0691 -1.3153 7.3033
H 6.8117 -0.3052 4.0588
H 6.3889 0.7045 2.0741
H 4.7467 1.2457 1.7418
H 5.3495 -0.2324 1.0057
H 3.1074 -0.2866 1.1944
H 1.4174 -2.6466 3.5748
H 1.1169 -1.4994 4.8555
H 1.8423 -3.0622 5.2463
H 3.8528 -2.5178 6.1939
C -3.4286 0.3175 -0.1518
N -2.2837 1.0878 0.3794
C -2.1604 2.3272 -0.4248
N -3.3821 3.1272 -0.3899
C -4.4781 2.3055 -0.9085
N -4.6722 1.0828 -0.1226
C -4.9366 1.4686 1.2650
N -3.8489 2.2683 1.8353
C -2.6195 1.4826 1.7626
C -3.6778 3.4625 1.0029
H -3.5470 -0.5877 0.4468
H -3.2098 0.0341 -1.1825
H -1.9390 2.0559 -1.4562
H -1.3266 2.9120 -0.0342
H -4.2565 2.0318 -1.9420
H -5.4010 2.8884 -0.8883
H -5.0644 0.5654 1.8657
H -5.8604 2.0494 1.3025
H -2.7450 0.5771 2.3594
H -1.7914 2.0648 2.1683
H -2.8572 4.0600 1.4056
H -4.5943 4.0548 1.0409
N 1.5276 3.3680 1.4821
C 0.8332 2.4406 1.5661
H 2.1334 4.1153 1.2158
O 2.3726 -1.7318 -0.6587
H 2.5025 -1.1055 -1.3880
H 1.7394 -2.3970 -0.9874
*
```

11 unconnected molecules or ions with the total composition C34H46O33 in a non-equilibrium geometry. Source: OMol25; level of theory: wB97M-V/def2-TZVPD.

Kohn-Sham gap: 10.8 eV
largest force on an atom: 3.6 eV/Å

Geometry as ORCA input:
```
! wB97M-V def2-TZVPD RIJCOSX def2/J DEFGRID3
* xyz 0 1
C 2.8218 2.8883 -3.2113
C 1.8377 3.7127 -2.3926
O 0.5769 3.3049 -2.8482
C 0.6857 2.4446 -3.8794
O -0.2929 2.0245 -4.3882
O 1.9797 2.1689 -4.1473
H 3.3221 2.1867 -2.5500
H 3.5771 3.4733 -3.7239
H 2.0052 4.7890 -2.4249
H 1.9632 3.4459 -1.3413
C 3.3688 -2.8354 3.5806
C 3.2609 -1.7142 2.5095
O 2.5823 -0.6581 3.1699
C 2.0273 -1.1335 4.3134
O 1.2953 -0.4814 4.9999
O 2.4209 -2.3842 4.5664
H 4.3378 -2.9619 4.0521
H 3.0467 -3.7486 3.0866
H 2.7505 -2.1699 1.6603
H 4.2321 -1.3698 2.1580
C 3.5238 -3.9672 -1.6438
C 2.3193 -4.8732 -2.0182
O 2.2236 -5.7833 -0.9204
C 2.9090 -5.2825 0.1213
O 2.9617 -5.7361 1.2039
O 3.6563 -4.2165 -0.2550
H 3.2022 -2.9554 -1.8849
H 4.4001 -4.2331 -2.2334
H 2.4958 -5.3626 -2.9706
H 1.4215 -4.2608 -2.0563
C -3.6627 -3.3051 -1.2374
C -2.8258 -3.0099 -2.4798
O -3.8115 -2.2136 -3.2306
C -5.0587 -2.5365 -2.8425
O -6.0338 -2.2841 -3.4491
O -5.0204 -3.2063 -1.6619
H -3.5425 -2.5818 -0.4305
H -3.4293 -4.3163 -0.9038
H -2.5906 -3.8425 -3.1321
H -2.0461 -2.2776 -2.3026
C 0.1240 0.5894 0.6083
C -0.4160 0.5884 -0.8780
O -0.2309 -0.7986 -1.2015
C 0.4429 -1.4719 -0.2528
O 0.6353 -2.6481 -0.2854
O 0.8684 -0.6425 0.7027
H -0.6840 0.6352 1.3347
H 0.8147 1.3915 0.8447
H 0.1698 1.3147 -1.4308
H -1.4760 0.7921 -0.7884
C 1.6325 -0.8300 -4.4080
C 0.8821 -0.6560 -5.7089
O -0.1749 -1.6314 -5.5295
C 0.2401 -2.5700 -4.6643
O -0.2316 -3.6271 -4.5415
O 1.3961 -2.1816 -4.0605
H 1.2420 -0.1229 -3.6754
H 2.6805 -0.5743 -4.5553
H 1.4209 -1.0478 -6.5828
H 0.5345 0.3498 -5.9066
C -3.1179 3.8960 1.5146
C -2.7994 5.3849 1.6570
O -1.3827 5.3765 1.4860
C -0.8814 4.1571 1.3324
O 0.2269 3.9197 0.9804
O -1.8510 3.2255 1.6103
H -3.6678 3.5801 0.6286
H -3.7411 3.5440 2.3408
H -3.0241 5.6906 2.6781
H -3.2880 5.9888 0.9019
C 3.2999 3.1660 1.3089
C 4.2799 4.3073 1.5563
O 5.0984 4.3393 0.3820
C 4.8023 3.2942 -0.4057
O 5.3408 3.0238 -1.3935
O 3.8691 2.5120 0.1565
H 2.3004 3.5108 1.0412
H 3.2733 2.4486 2.1279
H 4.9381 4.2004 2.4175
H 3.6809 5.1996 1.7446
C -4.3857 1.2119 -2.8077
C -3.0053 1.5068 -3.3791
O -3.1843 2.8850 -3.6758
C -4.0827 3.4133 -2.8444
O -4.2025 4.5418 -2.6241
O -4.8233 2.4529 -2.2556
H -4.5395 0.3986 -2.1014
H -5.0368 0.9438 -3.6450
H -2.8818 0.8815 -4.2619
H -2.1388 1.2407 -2.7785
C -2.5417 1.7617 4.6939
C -1.0117 1.5597 4.5077
O -0.5384 2.9104 4.4574
C -1.5165 3.7837 4.8042
O -1.3119 4.9269 4.9336
O -2.6751 3.1372 5.0162
H -2.7807 1.1819 5.5906
H -3.1708 1.3860 3.8893
H -0.9274 1.0447 3.5588
H -0.5735 1.0615 5.3598
C -1.8173 -2.1573 2.7454
C -1.2785 -3.5470 3.0078
C 0.1385 -3.8840 2.5586
O 0.6753 -4.5690 3.6825
C -0.1649 -4.5181 4.7426
O 0.1189 -4.9314 5.7808
O -1.2841 -3.8540 4.4180
H -1.0382 -1.4034 2.8806
H -2.6977 -1.9713 3.3603
H -2.2106 -2.0927 1.7250
H -2.0450 -4.2466 2.6452
H 0.6403 -2.9229 2.4032
H 0.1741 -4.4939 1.6633
*
```

A molecular structure, C34H47BClIrN7OS3 in a non-equilibrium geometry. Source: OMol25; level of theory: wB97M-V/def2-TZVPD.

Kohn-Sham gap (spin up / spin down): 7.0 / 5.8 eV
largest force on an atom: 1.7 eV/Å

Geometry as ORCA input:
```
! wB97M-V def2-TZVPD RIJCOSX def2/J DEFGRID3
* xyz 2 2
Ir 0.3932 -0.1588 0.5278
C 1.8752 4.8090 -0.7490
C 2.3057 3.8078 -1.8168
C 3.2563 2.7420 -1.2756
C 3.0037 4.5652 -2.9421
N 1.0802 3.1221 -2.3865
C 0.7509 3.1262 -3.7292
C -0.3476 2.3588 -3.8736
N -0.6966 1.8769 -2.6316
B -1.9741 1.0093 -2.4569
N -2.7723 1.4235 -1.1915
C -3.5935 2.5249 -1.2393
C -4.0976 2.7123 -0.0064
N -3.5742 1.7292 0.8145
C -2.7460 0.9631 0.0682
S -1.8541 -0.4540 0.6072
C -3.9771 1.7424 2.2823
C -3.3547 0.6286 3.1066
C -3.5247 3.0861 2.8531
C -5.4964 1.5951 2.3278
N -1.7169 -0.5351 -2.4963
C -2.7166 -1.3803 -2.9264
C -2.1634 -2.5860 -3.1641
N -0.8111 -2.4900 -2.8754
C -0.5760 -1.2363 -2.4323
S 0.8631 -0.5702 -1.6658
C 0.1291 -3.6334 -3.2037
C -0.0068 -4.6925 -2.1158
C -0.3061 -4.1941 -4.5620
C 1.5763 -3.1676 -3.3090
C 0.1865 2.3503 -1.7387
S 0.1561 2.0207 -0.0102
H 2.7567 5.3488 -0.4017
H 1.4163 4.3285 0.1110
H 1.1773 5.5366 -1.1658
H 4.1814 3.2263 -0.9611
H 3.4975 2.0167 -2.0552
H 2.8309 2.2229 -0.4183
H 3.8600 5.0800 -2.5096
H 2.3596 5.3221 -3.3910
H 3.3791 3.8994 -3.7199
H 1.3023 3.6832 -4.4613
H -0.9142 2.1148 -4.7545
H -2.6611 1.2520 -3.4115
H -3.7675 3.0629 -2.1547
H -4.7991 3.4425 0.3499
H -2.2704 0.6869 3.1147
H -3.6506 -0.3634 2.7713
H -3.7183 0.7666 4.1259
H -2.4421 3.1969 2.7681
H -3.7968 3.1298 3.9074
H -3.9966 3.9324 2.3566
H -5.8085 0.6516 1.8782
H -6.0089 2.4090 1.8170
H -5.8230 1.6031 3.3674
H -3.7315 -1.0449 -3.0514
H -2.6084 -3.4908 -3.5337
H -1.0084 -5.1247 -2.0948
H 0.2208 -4.2657 -1.1389
H 0.7048 -5.4979 -2.2991
H -1.2347 -4.7610 -4.5036
H 0.4646 -4.8736 -4.9223
H -0.4265 -3.3978 -5.2974
H 2.0069 -2.9176 -2.3445
H 1.6821 -2.3094 -3.9752
H 2.1489 -3.9914 -3.7342
O 1.2123 0.5417 2.6489
C 0.5373 -0.2135 3.6582
C 0.2012 -1.6131 3.1876
C -0.1414 -2.5953 4.1030
C -0.5901 -3.8234 3.6553
C -0.6786 -4.0441 2.2882
C -0.2966 -3.0362 1.4338
N 0.1454 -1.8413 1.8661
H 2.1540 0.3042 2.6881
H -0.3876 0.3167 3.8838
H 1.1279 -0.2515 4.5744
H -0.0715 -2.3799 5.1616
H -0.8720 -4.5944 4.3600
H -1.0258 -4.9861 1.8876
H -0.3441 -3.1588 0.3623
Cl 2.7552 -3.8186 2.3720
C 3.4883 -2.2940 2.7404
C 4.1621 -2.1711 3.9427
C 4.7954 -0.9777 4.2630
C 4.7744 0.0918 3.3699
C 4.1090 -0.0404 2.1680
C 3.4278 -1.2299 1.8197
C 2.7251 -1.2924 0.5758
H 4.1991 -3.0160 4.6169
H 5.3227 -0.8916 5.2036
H 5.2889 1.0120 3.6091
H 4.1099 0.7762 1.4530
H 2.3246 -2.2211 0.2008
H 2.9545 -0.5221 -0.1508
*
```